DFT (the ωB97M-V functional and the def2-TZVPD basis) results for a structure of composition C20H39MnN2O10P2SSi2Te at a distorted geometry.

Each line ends with the Mulliken charge.
Positions of all 78 atoms, in Å:
Mn (0.19220, 1.06100, -0.15618)  2.039
O (-2.96514, 2.67706, 1.31402)  -0.513
P (-2.79162, 1.32115, 0.54160)  0.871
O (-4.06069, 0.80395, 0.01474)  -0.836
O (-1.60290, 1.36323, -0.46756)  -0.366
O (-2.23764, 0.35963, 1.73722)  -0.075
P (-1.46134, -1.06350, 1.44625)  -0.233
O (-3.39955, -1.80363, -0.11280)  -0.396
O (-0.04928, -0.50753, 0.88955)  -0.717
O (-2.02569, -1.40696, -0.10587)  -0.429
H (-2.10775, 3.10520, 1.47550)  0.445
H (-3.84517, -0.92212, -0.11773)  0.491
C (4.45963, -2.24601, -0.10302)  -1.111
C (3.85272, -0.88435, -0.02639)  0.945
C (4.38438, 0.36715, 0.23470)  -1.404
C (3.30616, 1.25474, 0.22210)  0.334
N (2.18278, 0.57829, -0.05108)  0.087
N (2.54424, -0.71178, -0.20519)  0.696
C (3.32434, 2.72696, 0.45432)  -0.892
H (5.54429, -2.18465, -0.14928)  0.368
H (4.09587, -2.77588, -0.98440)  0.213
H (4.18138, -2.83034, 0.77616)  0.204
H (5.41511, 0.61642, 0.42480)  0.435
H (1.84018, -1.44602, -0.27095)  -0.408
H (4.31520, 3.04396, 0.77056)  0.397
H (2.59627, 2.99580, 1.21863)  0.141
H (3.05419, 3.25650, -0.45804)  0.190
C (3.75888, 8.33078, -0.19077)  -1.442
C (2.77949, 7.18685, -0.17657)  0.912
C (2.34039, 6.63826, 1.02432)  -0.918
C (1.45611, 5.57010, 1.04142)  -0.048
C (1.00785, 5.04533, -0.15761)  -0.084
C (1.40465, 5.59802, -1.36988)  -0.502
C (2.28757, 6.66291, -1.37275)  -0.866
S (-0.11384, 3.68573, -0.20352)  1.537
O (-0.09538, 3.04110, 1.13764)  -0.729
O (-1.36073, 4.21420, -0.64561)  -0.652
O (0.56518, 2.70366, -1.14485)  -0.730
H (4.41503, 8.29539, 0.67849)  0.372
H (3.23149, 9.28749, -0.17169)  0.294
H (4.36857, 8.31014, -1.09344)  0.376
H (2.69662, 7.04895, 1.96210)  0.382
H (1.11051, 5.14497, 1.97584)  0.477
H (1.02368, 5.18256, -2.29557)  0.417
H (2.60711, 7.08987, -2.31603)  0.368
C (1.03239, -5.29216, 3.01317)  -0.961
Si (0.77668, -6.28280, 1.43799)  0.264
C (-1.04139, -6.62371, 1.14904)  -0.942
C (1.70739, -7.90470, 1.57858)  -1.025
C (1.41894, -5.23010, 0.00746)  -0.814
Te (0.29092, -3.36768, -0.00627)  0.018
C (-0.73922, -3.82510, -1.83334)  -0.970
Si (0.03846, -2.88686, -3.25440)  0.231
C (-1.01575, -3.05392, -4.78939)  -1.094
C (1.72979, -3.63850, -3.56479)  -0.825
C (0.21585, -1.06460, -2.79889)  -0.364
H (0.47663, -5.71465, 3.85394)  0.327
H (0.68822, -4.26434, 2.87383)  0.267
H (2.08939, -5.26032, 3.29471)  0.288
H (-1.46535, -7.25640, 1.93295)  0.356
H (-1.19736, -7.12820, 0.19029)  0.310
H (-1.60197, -5.68655, 1.12800)  0.272
H (1.31519, -8.49098, 2.41536)  0.295
H (2.77471, -7.74672, 1.75802)  0.296
H (1.60355, -8.51088, 0.67406)  0.300
H (1.30019, -5.72032, -0.96130)  0.473
H (2.48131, -5.00794, 0.14051)  0.400
H (-1.76909, -3.49666, -1.66873)  0.487
H (-0.72995, -4.90952, -1.94597)  0.590
H (-1.17120, -4.10098, -5.06224)  0.323
H (-0.54616, -2.55434, -5.64232)  0.322
H (-1.99883, -2.59820, -4.64041)  0.317
H (1.63932, -4.63299, -4.01196)  0.316
H (2.28681, -3.74470, -2.62863)  0.032
H (2.32338, -3.02393, -4.24830)  0.359
H (-0.36977, -0.85002, -1.89770)  -0.287
H (-0.17278, -0.41865, -3.59112)  0.508
H (1.25806, -0.78157, -2.62546)  0.290

## Properties
molar mass	800.3	g mol⁻¹
spin multiplicity	5
E_HOMO (alpha / beta)	-7.88 / -7.88	eV

---

DFT (the ωB97M-V functional and the def2-TZVPD basis) results for a cluster of 3 separate species, C20H39N3O8 in total at a distorted geometry.

Each line ends with the Mulliken charge.
Positions of all 70 atoms, in Å:
C (-1.78608, -2.71160, 0.90829)  -0.644
N (-1.36395, -1.75288, 1.91910)  -0.399
C (0.08696, -1.55696, 1.95394)  -0.485
C (0.69073, -2.71563, 2.64761)  0.570
C (0.67161, -3.03683, 3.92410)  0.250
C (0.08130, -2.31345, 5.06102)  -0.756
C (1.00489, -1.15902, 5.41024)  0.007
O (1.17491, -0.20350, 4.70191)  -0.448
C (1.38491, -4.34470, 4.06180)  0.304
O (1.49575, -4.98363, 5.06672)  -0.556
O (1.87178, -4.69855, 2.84895)  -0.324
C (1.42089, -3.78119, 1.91017)  0.263
O (1.60408, -3.89094, 0.72462)  -0.502
H (-1.72655, -2.26647, -0.07665)  0.033
H (-2.81400, -2.97568, 1.10326)  0.350
H (-1.18888, -3.61019, 0.91185)  0.277
H (-1.83295, -0.87057, 1.80084)  0.289
H (0.47589, -1.45685, 0.94259)  0.109
H (0.29287, -0.63332, 2.46888)  0.687
H (-0.91331, -1.96668, 4.82785)  0.321
H (0.07535, -2.98075, 5.90964)  0.322
H (1.56182, -1.22803, 6.35816)  0.368
C (-6.83499, 3.00874, -0.81460)  -0.711
O (-6.27463, 2.64284, -2.06139)  -0.345
C (-5.18426, 3.46016, -2.47023)  -0.798
C (-3.89110, 2.67381, -2.46968)  -0.191
N (-3.47011, 2.35369, -1.11110)  -0.252
C (-2.35100, 1.42002, -1.03221)  -0.779
C (-2.56463, -0.00056, -1.54599)  -0.294
O (-3.48373, -0.76246, -0.78068)  -0.374
C (-4.84555, -0.61907, -1.14897)  -0.684
H (-7.72783, 2.40385, -0.66682)  0.242
H (-6.14408, 2.81565, 0.01326)  0.298
H (-7.12233, 4.06394, -0.80486)  0.345
H (-5.10062, 4.35243, -1.84418)  0.416
H (-5.39239, 3.78736, -3.49286)  0.394
H (-3.11088, 3.26781, -2.95391)  0.348
H (-4.05461, 1.77120, -3.07377)  0.191
H (-4.25472, 1.95995, -0.60965)  0.147
H (-2.06933, 1.34929, 0.02245)  0.289
H (-1.49552, 1.85647, -1.55715)  0.382
H (-1.60367, -0.51837, -1.46064)  0.191
H (-2.83446, -0.02816, -2.60760)  0.354
H (-4.96146, -0.42881, -2.21809)  0.305
H (-5.33401, 0.17462, -0.57751)  0.227
H (-5.35071, -1.55482, -0.90775)  0.298
C (5.49241, 2.75718, 0.34263)  -0.720
O (5.23321, 2.63628, -1.04350)  -0.342
C (6.12814, 1.76716, -1.72795)  -0.814
C (5.40924, 0.52728, -2.21422)  -0.193
N (5.02818, -0.33126, -1.09988)  -0.295
C (4.14701, -1.43786, -1.46428)  -0.803
C (2.75291, -1.09951, -1.98200)  -0.601
O (1.90538, -0.50759, -1.01329)  -0.272
C (2.00930, 0.90095, -0.89447)  -0.728
H (4.83549, 3.53286, 0.73217)  0.241
H (5.28318, 1.82466, 0.87762)  0.300
H (6.52931, 3.05271, 0.52631)  0.345
H (6.98309, 1.50325, -1.09988)  0.401
H (6.50702, 2.31380, -2.59635)  0.396
H (6.07005, -0.03038, -2.88391)  0.384
H (4.53831, 0.85917, -2.79590)  0.183
H (4.56639, 0.23017, -0.39745)  0.072
H (4.02363, -2.05578, -0.57171)  0.384
H (4.65552, -2.05824, -2.20831)  0.425
H (2.27434, -2.04357, -2.25482)  0.365
H (2.77670, -0.49100, -2.89372)  0.402
H (2.25873, 1.37466, -1.84675)  0.366
H (2.74259, 1.18681, -0.13592)  0.262
H (1.03851, 1.27609, -0.56541)  0.202

## Properties
molar mass	449.5	g mol⁻¹
energy above the lowest of the compared OMol25 structures with the same formula, charge and spin	0.0	kJ/mol
spin multiplicity	1
E_HOMO	-8.68	eV

---

DFT (the ωB97M-V functional and the def2-TZVPD basis) results for a structure of composition C20H39NOP2SiW at a distorted geometry.

Each line ends with the Mulliken charge.
Positions of all 65 atoms, in Å:
W (0.07075, 0.39816, 1.10377)  0.380
P (-1.61894, 0.02005, -0.68223)  1.052
P (2.34312, -0.14788, 0.54561)  0.856
N (0.30141, 2.13401, 0.99017)  -0.419
H (-0.25806, -2.86975, -1.10084)  0.059
C (-3.20294, -0.19414, 0.22598)  -1.454
H (-4.05490, -0.24802, -0.47678)  0.379
H (-3.37781, 0.65066, 0.90795)  0.421
H (-3.17252, -1.12414, 0.80894)  0.351
C (-1.90283, -1.11845, -2.14689)  -1.397
H (-2.61226, -0.62702, -2.83702)  0.424
H (-2.33770, -2.09220, -1.86296)  0.279
H (-0.96810, -1.27639, -2.70622)  0.332
C (-1.94790, 1.59585, -1.57616)  -1.310
H (-2.81046, 1.47804, -2.25645)  0.494
H (-1.08532, 1.88540, -2.19141)  0.331
H (-2.17378, 2.42644, -0.89477)  0.322
C (3.04627, -0.42079, 2.20806)  -1.311
H (4.11404, -0.66194, 2.07741)  0.413
H (2.53108, -1.26496, 2.68015)  0.254
H (2.94632, 0.47444, 2.83749)  0.328
C (2.85968, -1.63204, -0.37933)  -0.760
H (3.89523, -1.89900, -0.12252)  0.401
H (2.80116, -1.43977, -1.45688)  0.411
H (2.22200, -2.48724, -0.13988)  -0.248
C (3.37262, 1.18991, -0.14298)  -1.271
H (4.42762, 0.99942, 0.10959)  0.442
H (3.07784, 2.16814, 0.25705)  0.314
H (3.25950, 1.20979, -1.23545)  0.324
C (0.37286, 3.43775, 0.50800)  -0.157
C (-0.01263, 5.79553, 0.85575)  -0.441
C (-0.13492, 4.48924, 1.29335)  -0.345
C (0.90281, 3.71616, -0.76822)  0.466
C (1.02296, 5.04754, -1.17767)  -0.830
C (0.57365, 6.09515, -0.36382)  -0.501
H (-0.38939, 6.58872, 1.49474)  0.349
H (-0.56912, 4.17210, 2.25004)  0.381
H (1.21496, 2.84945, -1.37606)  0.437
H (1.45855, 5.25002, -2.13068)  0.391
H (0.66803, 7.10386, -0.71170)  0.411
C (-1.09474, -4.46501, -0.43510)  0.834
O (-0.11921, -3.83421, -1.08963)  -0.475
C (-2.00065, -3.80581, 0.51667)  -0.786
H (-2.64156, -4.58604, 0.95951)  0.352
H (-2.72436, -3.10461, 0.04590)  0.307
H (-1.49017, -3.31914, 1.36976)  0.040
C (-0.96230, -5.87435, -0.89324)  -1.350
H (-0.41554, -6.52401, -0.18833)  0.180
H (-0.29209, -5.72429, -1.74835)  0.333
H (-1.89745, -6.36398, -1.19018)  0.415
C (0.07971, -5.52674, 3.25841)  -0.928
Si (1.42110, -4.34727, 2.70189)  -0.014
C (2.66557, -4.10298, 4.07685)  -1.055
C (2.30654, -5.04488, 1.22010)  -0.879
C (0.62466, -2.77290, 2.08341)  -0.281
C (0.14833, -1.63811, 1.80108)  0.115
H (0.52654, -6.44853, 3.65852)  0.333
H (-0.58172, -5.79739, 2.42284)  0.198
H (-0.52575, -5.06485, 4.05067)  0.328
H (3.06637, -5.09084, 4.34532)  0.318
H (3.51741, -3.47758, 3.78113)  0.293
H (2.22255, -3.67064, 4.98317)  0.339
H (1.73192, -4.91773, 0.29265)  0.215
H (3.28214, -4.56178, 1.09066)  0.277
H (2.47154, -6.11426, 1.39769)  0.337

## Properties
molar mass	583.4	g mol⁻¹
spin multiplicity	3
E_HOMO (alpha / beta)	-5.82 / -6.66	eV